# 1
56
Properties=species:S:1:pos:R:3:forces:R:3 method="wB97M-V/def2-TZVPD" orbital_gap_ha=0.0535 e_homo_ha=-0.3304 charge=+1 spin_multiplicity=1 energy_ha=-4812.763614
C -0.351295 1.834144 0.093984 -0.700 -0.321 -0.848
C -0.271775 0.214834 -0.149302 1.013 -0.081 -1.035
C -0.035968 0.011727 -1.790565 -0.495 0.889 -0.165
C 0.972619 -0.542605 0.602480 -0.024 -0.382 0.272
C 0.874888 -0.524413 2.258893 -0.624 -1.508 -0.289
C 0.054189 -1.917772 2.685173 0.363 -0.076 0.291
C 2.366771 -0.635439 2.942039 -2.089 -1.000 1.958
O 2.800718 0.562231 3.677772 -0.278 1.042 -3.344
Si 2.982910 1.963403 2.632541 2.329 -1.972 1.498
O 4.602217 2.211070 1.993524 -3.058 2.617 0.017
Si 4.609052 3.946711 1.545652 1.582 -2.504 1.228
H -1.215170 2.241623 -0.621845 1.859 -0.709 1.680
H 0.656609 2.330823 -0.305946 -2.167 -1.400 0.847
H -0.585686 2.163129 1.192831 0.629 -0.657 -2.053
H -1.280329 -0.309857 0.129250 1.815 1.167 -0.303
H -0.632697 -0.910268 -2.194643 1.285 1.410 0.756
H -0.451786 0.957229 -2.384905 0.797 -2.008 1.272
H 1.092908 -0.080424 -2.085097 -2.161 -0.036 0.708
H 0.940428 -1.688140 0.271237 0.089 2.419 0.667
H 2.047436 -0.162487 0.251238 -2.455 -0.564 0.622
H 0.212768 0.357187 2.675585 1.646 -1.428 -0.854
H 0.717892 -2.851770 2.362306 -1.495 1.975 0.670
H -0.134254 -1.986011 3.853304 0.528 0.252 -2.441
H -1.001559 -1.984938 2.177282 2.046 0.188 0.767
H 2.298312 -1.512619 3.748784 0.332 1.990 -1.631
H 3.169041 -1.024991 2.148824 -1.195 0.773 1.050
H 2.073166 1.906592 1.472152 -0.112 -0.045 -0.193
H 2.633977 3.182715 3.392366 -0.047 -0.298 0.213
H 3.225508 4.466436 1.692955 -0.287 0.087 -0.188
H 5.081525 4.173547 0.185431 -0.202 -0.143 -0.376
H 5.446904 4.603643 2.539234 -0.010 0.281 0.089
C -3.901944 -4.633604 -3.039313 -0.118 -0.116 -0.436
C -2.819408 -3.650479 -2.613751 -0.090 -1.012 0.244
C -2.582000 -3.591789 -1.095677 -0.059 0.943 0.204
O -3.653181 -2.906734 -0.437073 0.720 -0.483 -0.365
C -4.751360 -3.743112 -0.077647 -0.537 0.159 0.107
N -3.231462 -2.281086 -3.052791 -0.207 0.770 0.017
H -4.911795 -4.269795 -2.829429 0.156 -0.040 0.138
H -3.853894 -4.807404 -4.119544 0.028 -0.049 0.125
H -3.772387 -5.599725 -2.540222 0.017 0.250 -0.097
H -1.883855 -3.885951 -3.132066 -0.087 0.091 0.152
H -1.683555 -2.990206 -0.913907 -0.086 -0.009 0.082
H -2.392087 -4.578936 -0.658519 -0.186 0.047 -0.296
H -4.448027 -4.777482 0.109606 0.048 0.139 -0.042
H -5.498424 -3.707810 -0.872831 -0.103 -0.242 0.107
H -5.216635 -3.338320 0.824433 0.228 -0.014 -0.095
H -3.578473 -2.248119 -4.020937 0.164 -0.120 0.302
H -2.462595 -1.608359 -2.959169 -0.013 -0.052 -0.080
H -3.977996 -1.943483 -2.420705 0.185 -0.221 -0.054
Br 4.656963 -1.337151 1.190101 0.932 -0.198 -0.859
Al 1.838241 4.157505 -0.007614 0.281 0.896 -0.190
O 3.531445 7.199904 0.152396 -0.010 -0.386 -0.158
S 3.044909 8.149394 -0.865108 0.386 -0.221 -0.035
O 4.105939 9.125155 -1.174062 -0.542 -0.088 0.445
O 1.860226 8.858803 -0.348706 0.329 0.052 -0.519
O 2.682038 7.413476 -2.089998 -0.353 -0.053 0.419

# 2
56
Properties=species:S:1:pos:R:3:forces:R:3 method="wB97M-V/def2-TZVPD" orbital_gap_ha=0.2492 e_homo_ha=-0.1712 charge=-1 spin_multiplicity=1 energy_ha=-2475.246466
C -2.797630 -0.485833 1.842606 0.316 -0.060 -0.038
C -1.862212 0.386978 2.673473 -0.046 -0.125 0.036
C -2.417940 1.776827 2.959069 -0.216 0.074 0.138
O -2.832264 2.497548 1.836016 0.267 -0.182 -0.175
Al -1.825577 2.896081 0.442950 -0.031 0.235 0.237
C -1.498819 4.844435 0.197550 -0.003 0.101 -0.176
C -0.758328 5.093410 -1.138048 -0.032 -0.055 0.067
N 0.623929 5.575205 -1.029732 0.029 0.054 -0.312
P -3.088406 2.150766 -1.501695 0.196 -0.148 -0.006
O -2.303566 1.655338 -2.698338 0.196 -0.036 -0.265
H -2.830665 -0.157459 0.802830 -0.126 0.103 0.030
H -3.811405 -0.476227 2.247395 -0.043 0.015 -0.031
H -2.421011 -1.509534 1.848398 -0.148 -0.030 -0.021
H -0.889093 0.459200 2.180917 -0.014 0.059 -0.034
H -1.684516 -0.104830 3.636528 0.042 0.045 0.026
H -1.674729 2.347646 3.537967 0.048 -0.030 0.010
H -3.286194 1.646424 3.624612 -0.017 0.048 -0.005
H -0.411775 2.115469 0.359039 -0.001 -0.096 -0.030
H -2.418792 5.438527 0.232220 -0.020 -0.036 0.031
H -0.869853 5.223138 1.012293 -0.022 -0.024 0.050
H -0.698507 4.177097 -1.735631 -0.041 -0.013 -0.064
H -1.308373 5.807763 -1.756941 0.012 0.009 -0.015
H 1.195573 4.862366 -0.596036 0.011 -0.006 0.145
H 0.655733 6.397163 -0.441171 0.019 -0.021 0.153
H -4.032546 1.166986 -1.081785 -0.145 0.040 0.044
H -4.060956 3.121981 -1.896102 -0.082 0.019 0.060
O 1.365798 -1.948089 3.249707 0.023 0.052 0.030
S 0.746901 -2.811118 2.288206 -0.001 0.051 -0.029
O -0.651424 -3.090797 2.410234 -0.017 -0.118 0.087
O 1.557772 -4.188901 2.277229 -0.022 -0.079 -0.037
C 1.814698 -4.794020 3.562493 0.096 -0.045 0.109
C 0.604925 -5.515598 4.118224 -0.047 0.036 -0.049
C 1.085402 -2.303912 0.648321 -0.066 0.117 0.006
H 2.175440 -4.024609 4.246243 -0.023 0.027 -0.021
H 2.632604 -5.486586 3.370802 -0.014 -0.006 -0.048
H -0.188225 -4.817024 4.378049 0.007 0.010 0.000
H 0.893577 -6.067138 5.014447 0.010 -0.007 0.001
H 0.209335 -6.217352 3.383951 0.017 -0.025 0.012
H 2.143484 -2.106944 0.515106 0.015 -0.015 0.056
H 0.506791 -1.392835 0.495514 0.023 0.007 -0.029
H 0.740638 -3.078995 -0.028802 0.001 0.007 -0.017
O 1.875590 -1.883852 -2.173984 0.032 -0.122 0.126
S 2.759402 -1.414885 -3.200183 -0.060 0.052 -0.119
O 3.864950 -0.585475 -2.830565 0.055 0.000 0.002
O 1.912065 -0.749147 -4.340316 0.021 0.102 0.020
C 0.862625 0.202490 -3.937628 -0.295 0.172 0.035
C 1.419359 1.555837 -3.576156 0.140 -0.025 -0.016
C 3.364702 -2.779426 -4.132120 0.011 -0.065 0.018
H 0.286307 -0.233893 -3.125681 0.034 -0.030 0.047
H 0.217584 0.252299 -4.809439 0.044 -0.016 -0.066
H 2.001658 1.519289 -2.656256 -0.026 -0.009 0.015
H 0.584989 2.239323 -3.429035 -0.090 -0.007 0.048
H 2.059935 1.937865 -4.372636 -0.030 -0.001 -0.013
H 2.522590 -3.395856 -4.432895 0.002 -0.006 -0.012
H 4.035226 -3.331854 -3.477392 0.001 0.005 -0.003
H 3.903223 -2.395261 -4.993828 0.008 -0.002 -0.005

# 3
53
Properties=species:S:1:pos:R:3:forces:R:3 method="wB97M-V/def2-TZVPD" orbital_gap_ha="0.2882 / 0.2273" e_homo_ha="-0.4154 / -0.3544" charge=+1 spin_multiplicity=1 energy_ha=-1205.546053
O 0.093755 2.859644 0.382381 -0.452 0.731 0.007
H 0.293472 3.770411 0.062864 -0.210 -0.741 0.473
Tl -0.703703 -0.129095 -0.177623 1.042 -0.208 0.472
N -0.999493 -0.798641 -2.718452 0.797 -1.111 -2.761
N 0.968108 -2.103370 -1.670171 1.255 -0.903 -2.194
O -2.020781 -0.103841 -3.369043 0.260 0.025 0.790
O 2.213325 -2.699580 -1.292203 -0.964 0.692 0.401
C -0.445916 -1.706791 -3.506656 -1.979 2.160 1.474
C 0.753843 -2.310649 -2.956899 0.957 -0.256 2.879
C -0.990592 -2.050959 -4.843940 -0.187 -0.028 -0.386
C 1.683639 -3.131627 -3.755964 0.267 -0.404 -0.761
H -1.978998 -1.590961 -4.991083 0.527 -0.244 0.050
H -1.082495 -3.140223 -4.933965 0.055 0.198 -0.052
H -0.313103 -1.699253 -5.633196 -0.151 -0.111 0.086
H 2.012464 -3.996433 -3.165251 -0.009 0.289 -0.206
H 2.576388 -2.558280 -4.052667 -0.213 -0.142 0.249
H 1.213398 -3.483813 -4.679059 0.064 0.081 0.194
H -2.071822 0.704526 -2.813516 -0.471 -0.617 -0.166
H 2.268202 -2.509852 -0.334186 -0.048 -0.131 -0.590
O -0.554353 -2.827886 0.398981 -0.335 -0.333 -0.865
H -1.497813 -3.015398 0.219350 0.784 -0.183 0.044
H -0.070284 -2.865775 -0.483619 -0.993 0.063 1.236
C 1.949796 3.313479 -1.114461 0.921 0.072 -0.745
H 1.879244 4.201725 -1.793965 0.169 -0.980 0.903
H 1.810036 2.300581 -1.533795 0.083 0.826 0.204
H 2.381287 3.351129 -0.096484 -0.209 0.257 -1.048
O -1.328745 1.870461 -1.633565 0.268 0.702 -0.585
H -0.784932 2.312256 -0.906510 -0.228 0.127 -0.553
H -0.872274 2.020643 -2.482505 0.056 0.333 0.633
C -2.775453 0.156819 1.914961 -0.009 -0.063 0.242
N -1.849728 1.168991 2.448914 -0.332 -1.914 0.055
C -1.970544 2.450118 2.058866 -0.804 1.371 -0.156
C -1.085094 0.795078 3.634509 0.014 0.508 -0.023
C 0.423643 1.106973 3.546116 -0.423 -0.505 0.274
N 1.105543 0.253287 2.575381 -0.138 0.161 0.070
C 2.455041 0.726089 2.305639 0.059 0.031 0.079
C 1.088960 -1.158276 2.955835 -0.062 -0.032 0.074
H -3.303086 0.584020 1.043587 0.092 -0.294 0.488
H -2.237709 -0.759738 1.595972 -0.213 0.437 0.269
H -3.493423 -0.223458 2.663380 0.056 0.568 -0.131
H -1.634220 3.254282 2.730654 -0.294 -0.479 -0.118
H -0.621256 2.912830 1.093195 0.132 -0.075 -0.280
H -2.808906 2.648245 1.374673 0.486 0.136 0.413
H -1.504476 1.368865 4.480800 0.184 -0.362 -0.058
H -1.254867 -0.279297 3.796759 0.129 0.431 0.141
H 0.590867 2.168349 3.294350 -0.083 -0.431 0.038
H 0.795737 0.931630 4.583678 0.129 0.183 -0.429
H 3.091466 0.770240 3.208673 -0.119 -0.007 -0.144
H 2.921781 0.038660 1.597479 0.085 0.139 -0.006
H 2.413732 1.721632 1.851642 0.003 -0.135 0.097
H 1.337043 -1.329638 4.026244 -0.011 0.107 -0.374
H 0.102209 -1.599234 2.750941 0.356 0.017 0.089
H 1.831092 -1.688915 2.342964 -0.291 0.042 0.205

- Among the records above, which one has the lowest charge?
  C11H32AlNO8PS2

- Which of these has the lowest charge?
  C11H32AlNO8PS2

- Among the records above, which one has the lowest charge?
  C11H32AlNO8PS2